#1
A single CH4N2O3 molecule, computed with ωB97M-V with the def2-TZVPD basis set.

Geometry as ORCA input:
```
! wB97M-V def2-TZVPD RIJCOSX def2/J DEFGRID3
* xyz 0 1
O 1.80454 -0.45437 -1.06849
C 0.75114 -0.19316 -0.46411
N 0.69047 0.19608 0.87775
O 0.09108 1.43174 1.14151
N -0.52204 -0.19641 -1.06837
O -1.54130 -0.24091 -0.14002
H 1.61821 0.21524 1.31541
H -0.84076 1.16677 0.94423
H -0.62908 -0.81089 -1.84609
H -1.42228 -1.11408 0.30820
*
```

As for the SMILES: O=C(NO)NO. The LUMO energy is 0.4609 eV. For the HOMO energy, the calculation gives -9.597 eV. For the frontier orbital gap, the calculation gives 0.370 Ha.

---

#2
A molecular structure, CH4N2O3, computed with ωB97M-V with the def2-TZVPD basis set.

Geometry as ORCA input:
```
! wB97M-V def2-TZVPD RIJCOSX def2/J DEFGRID3
* xyz 0 1
N -1.17293 0.66928 0.67331
C 0.99333 -0.33115 -0.10179
N -1.23782 0.90936 -0.64198
O 0.08414 0.63871 1.12732
O 0.60111 -1.60661 0.10651
O 2.09793 0.02409 -0.36566
H 1.37580 -2.18923 0.03786
H -1.66902 -0.19262 0.91124
H -0.79479 1.81764 -0.79673
H -0.27774 0.26053 -0.95009
*
```

The LUMO energy (alpha / beta) is -0.5662 / -0.5661 eV. For the HOMO energy (alpha / beta), the calculation gives -9.705 / -9.705 eV. For the frontier orbital gap (alpha / beta), the calculation gives 0.336 / 0.336 Ha.

---

#3
A single CH4N2O3 molecule, computed with ωB97M-V with the def2-TZVPD basis set.

Geometry as ORCA input:
```
! wB97M-V def2-TZVPD RIJCOSX def2/J DEFGRID3
* xyz 0 1
N 1.50803 -0.65181 -0.10599
C 0.70064 0.42295 -0.07333
O 0.81006 1.54456 0.21075
N -1.02946 -0.01956 -0.45752
O -1.14159 -1.01654 0.55745
O -1.64953 1.10816 -0.07826
H 1.44676 -1.39935 -0.71685
H 2.53096 -0.38535 -0.07044
H -2.03003 -1.50703 0.46308
H -1.14584 1.90397 0.27111
*
```

As for the SMILES: NC(=O)N(O)O. The LUMO energy is 0.6504 eV. For the HOMO energy, the calculation gives -8.935 eV. For the frontier orbital gap, the calculation gives 0.352 Ha.

---

So which one is most stable? That would be #1, about 0.0275 hartree below the next structure.

---

#1
6 unconnected molecules or ions with the total composition C36H90N6O12, computed with ωB97M-V with the def2-TZVPD basis set.

Geometry as ORCA input:
```
! wB97M-V def2-TZVPD RIJCOSX def2/J DEFGRID3
* xyz 0 1
C -4.33334 21.04701 -17.52064
O -3.19064 20.39134 -17.98481
C -3.02812 19.10783 -17.40155
C -1.61099 18.67382 -17.68466
N -1.40964 18.32446 -19.08895
C 0.02412 18.33463 -19.42363
C 0.26514 17.59816 -20.70713
O -0.22825 18.39366 -21.75958
C -0.40022 17.65406 -22.96612
H -4.43665 21.08400 -16.43215
H -5.25474 20.65853 -17.97736
H -4.26229 22.08543 -17.85398
H -3.70400 18.38747 -17.87941
H -3.16911 19.17163 -16.31874
H -1.23814 17.85462 -17.06410
H -0.95990 19.52712 -17.41657
H -1.80720 19.07797 -19.64284
H 0.58427 17.87767 -18.60311
H 0.39644 19.36677 -19.50182
H -0.33310 16.67877 -20.63249
H 1.32457 17.34622 -20.84916
H -0.85484 18.34340 -23.67321
H -1.12976 16.85514 -22.80422
H 0.58479 17.30241 -23.27379
C -8.80605 27.08094 -14.03960
O -9.84665 26.34523 -13.42284
C -11.01761 27.09165 -13.17348
C -11.85539 26.23426 -12.24400
N -12.29566 25.06084 -12.99430
C -13.14154 24.13604 -12.26010
C -14.58999 24.64307 -12.25815
O -15.57972 23.69568 -11.93604
C -15.69139 22.64837 -12.85890
H -7.95679 26.41846 -14.16280
H -8.50831 27.86061 -13.31949
H -9.11494 27.61192 -14.94381
H -11.60746 27.18260 -14.09567
H -10.77392 28.07153 -12.74983
H -12.73708 26.81063 -11.95841
H -11.23217 25.92022 -11.39526
H -11.48697 24.68804 -13.47131
H -12.81123 24.14850 -11.21131
H -13.08929 23.14929 -12.71311
H -14.83320 25.17488 -13.18966
H -14.62523 25.42950 -11.49838
H -16.48314 21.98662 -12.51327
H -14.76278 22.10061 -13.03868
H -16.01787 23.00651 -13.85082
C -13.88962 19.81922 -16.42871
O -12.74488 19.23098 -17.00244
C -11.53523 19.74499 -16.48149
C -10.50848 18.62439 -16.34401
N -9.22628 19.20723 -16.01992
C -8.11962 18.24749 -15.94824
C -6.88904 18.99218 -15.40787
O -6.86653 19.18395 -14.00979
C -7.13227 18.06921 -13.17920
H -13.89829 20.90899 -16.54246
H -14.00128 19.56139 -15.36802
H -14.74524 19.40354 -16.96165
H -11.62960 20.26714 -15.52318
H -11.14839 20.46403 -17.21316
H -10.48668 18.14303 -17.32629
H -10.83182 17.88220 -15.59573
H -9.30012 19.75327 -15.16788
H -7.88522 17.91673 -16.95780
H -8.35484 17.46802 -15.21730
H -6.81171 19.96983 -15.87562
H -6.00141 18.41254 -15.71444
H -6.59754 17.17475 -13.50482
H -8.21646 17.93805 -13.12826
H -6.79956 18.34277 -12.17975
C -11.96475 16.10976 -12.20077
O -11.14613 16.73176 -11.25198
C -11.89046 17.40231 -10.24229
C -12.43341 16.45682 -9.17339
N -13.47207 17.05046 -8.36119
C -14.74618 17.20748 -9.05255
C -15.47260 18.44892 -8.57526
O -14.80421 19.55518 -9.18592
C -15.57737 20.71328 -9.35822
H -11.32408 15.69443 -12.98378
H -12.67033 16.81404 -12.65902
H -12.52045 15.22696 -11.85328
H -12.65086 18.02127 -10.72946
H -11.20018 18.08415 -9.73649
H -11.60967 16.05420 -8.58225
H -12.83712 15.57012 -9.67405
H -13.17943 17.93401 -7.96463
H -15.36331 16.32147 -8.88881
H -14.60118 17.39965 -10.12263
H -15.40385 18.61630 -7.49422
H -16.52546 18.43023 -8.87352
H -14.90672 21.48867 -9.73064
H -15.99868 21.08054 -8.41452
H -16.37559 20.58665 -10.09908
C -4.61911 23.34804 -13.99308
O -4.87694 23.77440 -15.32328
C -6.23862 23.97348 -15.65032
C -7.06598 22.68736 -15.67639
N -7.65036 22.26092 -14.44098
C -9.03244 22.66242 -14.25199
C -9.65719 22.02594 -13.04946
O -10.09754 20.71786 -13.41068
C -11.04733 20.18229 -12.51375
H -4.37037 24.22622 -13.39067
H -3.71493 22.73514 -14.03389
H -5.40058 22.72837 -13.56158
H -6.27616 24.48084 -16.61646
H -6.67870 24.70560 -14.95018
H -6.22934 22.02201 -15.94218
H -7.77467 22.52755 -16.49958
H -7.35580 21.40022 -14.00967
H -9.61114 22.44375 -15.16059
H -9.05141 23.74595 -14.06127
H -10.53270 22.59392 -12.70522
H -8.95895 21.95511 -12.20624
H -10.62293 20.09263 -11.50754
H -11.36241 19.22456 -12.91834
H -11.89026 20.88465 -12.43840
C -3.52078 26.97140 -14.68266
O -2.70115 28.00957 -14.18137
C -2.06183 28.75400 -15.19163
C -0.86950 28.00391 -15.78637
N -0.10722 28.86405 -16.67015
C 1.08856 28.20520 -17.17445
C 1.98490 29.21699 -17.87506
O 2.81096 29.82896 -16.91810
C 3.75196 30.69380 -17.50898
H -4.11004 26.55111 -13.87392
H -2.86516 26.21833 -15.12844
H -4.19734 27.34527 -15.46214
H -1.69386 29.66642 -14.71721
H -2.77982 29.01600 -15.97762
H -1.24669 27.17446 -16.38940
H -0.26547 27.59968 -14.96288
H 0.22761 29.70477 -16.20853
H 0.81372 27.42598 -17.89107
H 1.72912 27.71054 -16.42712
H 1.33363 29.93490 -18.39150
H 2.60426 28.70480 -18.62501
H 4.51741 30.12824 -18.05854
H 4.30029 31.21187 -16.72189
H 3.27681 31.43095 -18.16220
*
```

As for the SMILES: COCCNCCOC.COCCNCCOC.COCCNCCOC.COCCNCCOC.COCCNCCOC.COCCNCCOC. The LUMO energy is 0.6114 eV. For the HOMO energy, the calculation gives -8.249 eV. For the frontier orbital gap, the calculation gives 0.326 Ha.

---

#2
6 unconnected molecules or ions with the total composition C36H90N6O12, computed with ωB97M-V with the def2-TZVPD basis set.

Geometry as ORCA input:
```
! wB97M-V def2-TZVPD RIJCOSX def2/J DEFGRID3
* xyz 0 1
C -1.71903 3.87299 2.24757
O -2.26040 5.00205 2.92605
C -3.53224 4.77374 3.50439
C -4.12863 6.10363 3.88897
N -4.36014 6.96793 2.76854
C -4.31880 8.37318 3.07444
C -4.19591 9.22104 1.82667
O -2.91198 9.07320 1.28238
C -2.76224 9.79535 0.09189
H -0.92782 4.29357 1.63731
H -2.50538 3.44025 1.62536
H -1.25449 3.16889 2.94323
H -3.47127 4.16757 4.41561
H -4.14551 4.30308 2.72300
H -3.53917 6.51477 4.72448
H -5.07152 5.84506 4.40186
H -3.78888 6.67139 1.99070
H -3.41841 8.62205 3.66263
H -5.19242 8.69195 3.64613
H -4.35953 10.25899 2.15958
H -4.99408 8.96167 1.11773
H -1.81457 9.56178 -0.38290
H -2.93347 10.86752 0.24546
H -3.53460 9.49656 -0.63971
C 3.20990 5.44735 -1.74492
O 4.07878 4.97989 -2.77657
C 4.42640 5.98615 -3.71431
C 4.52088 5.38421 -5.10604
N 5.88163 4.81437 -5.40335
C 6.15224 4.79106 -6.84751
C 5.34079 3.79707 -7.65547
O 4.09840 4.36426 -8.03485
C 3.14910 3.44758 -8.49869
H 3.91602 5.99610 -1.10305
H 2.74954 4.60944 -1.24287
H 2.50379 6.21683 -2.06963
H 5.39468 6.40618 -3.42244
H 3.65536 6.76254 -3.76618
H 4.14604 6.03979 -5.88865
H 3.86843 4.50354 -5.09921
H 5.74283 3.84075 -5.15155
H 7.19707 4.48408 -6.97813
H 6.10328 5.81410 -7.22079
H 5.15299 2.91072 -7.03135
H 5.89526 3.47270 -8.54640
H 2.15395 3.72350 -8.15109
H 3.30401 2.41629 -8.14536
H 3.17065 3.35698 -9.59210
C -3.58217 -6.75858 -6.60735
O -3.19267 -6.91875 -5.28093
C -3.01576 -5.73073 -4.55099
C -4.32754 -5.10678 -4.09941
N -4.11585 -4.10895 -3.05329
C -3.11095 -3.10452 -3.35908
C -3.11701 -2.06507 -2.25916
O -2.29566 -0.94257 -2.51568
C -0.92108 -1.26232 -2.67555
H -4.00326 -7.70369 -6.95502
H -2.81864 -6.47924 -7.34999
H -4.36996 -6.00580 -6.76375
H -2.45366 -4.98950 -5.13637
H -2.36755 -5.97091 -3.70537
H -5.00237 -5.90117 -3.78091
H -4.78415 -4.58723 -4.95918
H -4.99616 -3.67292 -2.81154
H -3.22526 -2.63662 -4.34815
H -2.14059 -3.60672 -3.31542
H -2.95296 -2.41601 -1.23352
H -4.13224 -1.64338 -2.20828
H -0.79682 -1.82721 -3.60077
H -0.53186 -1.69248 -1.74952
H -0.39391 -0.31591 -2.81081
C -2.31486 -12.59143 -1.92401
O -1.57810 -11.57830 -1.30135
C -2.18724 -10.31448 -1.41545
C -1.40658 -9.31645 -0.59267
N -1.38065 -9.79882 0.80212
C -0.35534 -9.26095 1.66004
C -0.42053 -7.75254 1.76054
O 0.50495 -7.28479 2.69946
C 0.31549 -5.91066 2.96424
H -3.29570 -12.72427 -1.45740
H -1.75379 -13.52358 -1.86637
H -2.42072 -12.39034 -2.99975
H -3.23088 -10.31119 -1.07742
H -2.13627 -10.01923 -2.47309
H -1.85156 -8.32654 -0.67293
H -0.35051 -9.31255 -0.90454
H -1.33704 -10.80704 0.77765
H 0.67855 -9.62223 1.52960
H -0.59985 -9.61627 2.67214
H -1.46678 -7.50169 1.98379
H -0.14414 -7.30832 0.78808
H 0.98590 -5.66970 3.78888
H -0.68892 -5.74101 3.36521
H 0.52447 -5.34210 2.05552
C 3.78963 4.65527 3.92148
O 3.74997 3.28267 3.61589
C 4.86914 2.53862 4.02212
C 4.54758 1.05223 3.89528
N 3.83861 0.40942 4.98170
C 2.41173 0.72326 5.05166
C 1.83355 0.63904 6.45473
O 2.24016 1.75065 7.23221
C 1.25106 2.74094 7.46315
H 3.88492 4.81661 5.00566
H 2.85065 5.06830 3.56845
H 4.68491 5.12359 3.49620
H 5.09225 2.76848 5.07545
H 5.80536 2.70470 3.46746
H 5.53432 0.56609 3.85879
H 4.09076 0.78430 2.94149
H 4.24632 0.57566 5.89224
H 1.84670 0.01041 4.43261
H 2.15884 1.71274 4.65091
H 2.14490 -0.26468 6.98052
H 0.75263 0.66896 6.27627
H 1.49415 3.23462 8.39628
H 0.23944 2.33323 7.38032
H 1.28127 3.46234 6.62971
C 1.49337 3.56354 1.09020
O 0.68795 2.42923 0.93373
C 1.28381 1.27197 1.53262
C 0.38770 0.11296 1.23914
N 0.91966 -1.09806 1.85490
C 0.27844 -2.30764 1.32874
C -0.96862 -2.63275 2.11424
O -1.77957 -3.44650 1.30668
C -2.84441 -4.06985 1.97881
H 2.55988 3.34827 0.99643
H 1.23708 4.10241 2.00957
H 1.23025 4.26791 0.29529
H 1.43139 1.46754 2.59754
H 2.26736 1.18007 1.05236
H 0.33778 0.01048 0.14640
H -0.61086 0.23955 1.65548
H 1.91733 -1.23528 1.88858
H 1.00555 -3.12353 1.36054
H 0.03926 -2.20770 0.26346
H -1.51066 -1.69098 2.32035
H -0.72926 -2.94140 3.14197
H -3.43127 -3.32731 2.53375
H -2.47710 -4.82465 2.68343
H -3.47731 -4.58785 1.26201
*
```

As for the SMILES: COCCNCCOC.COCCNCCOC.COCCNCCOC.COCCNCCOC.COCCNCCOC.COCCNCCOC. The LUMO energy is 0.5983 eV. For the HOMO energy, the calculation gives -8.437 eV. For the frontier orbital gap, the calculation gives 0.332 Ha.

---

So which one is most stable? That would be #1, about 0.0431 hartree below the next structure.

---

#1
A single C2H4N2O2S molecule, computed with ωB97M-V with the def2-TZVPD basis set.

Geometry as ORCA input:
```
! wB97M-V def2-TZVPD RIJCOSX def2/J DEFGRID3
* xyz 0 1
N -0.69547 1.27832 0.33320
C 0.00054 0.11456 0.23854
N -0.60978 -0.96950 -0.07496
O -1.97301 -0.88311 -0.16701
C 1.49513 0.37884 0.04871
O 1.89500 1.52282 -0.32277
S 2.48574 -1.03647 0.04842
H -1.61557 1.18131 -0.18435
H -0.17493 2.18993 0.04219
H -2.37863 -1.80956 -0.25629
H 1.57099 -1.96715 0.29431
*
```

As for the SMILES: N/C(=N\O)C(=O)S. The LUMO energy is -0.0472 eV. For the HOMO energy, the calculation gives -9.196 eV. For the frontier orbital gap, the calculation gives 0.336 Ha.

---

#2
A molecular structure, C2H4N2O2S, computed with ωB97M-V with the def2-TZVPD basis set.

Geometry as ORCA input:
```
! wB97M-V def2-TZVPD RIJCOSX def2/J DEFGRID3
* xyz 0 1
C 1.09997 -0.32053 -0.56096
C -1.13657 -1.22632 -0.03207
H 1.11528 1.80253 1.11965
H 1.15897 -1.27327 -1.41990
H -1.66648 0.70236 0.82408
H -0.78707 -2.10305 -0.48358
N 2.01531 0.64939 -0.54700
N -0.23944 -0.23756 0.09773
O 1.89179 1.83527 0.12804
O -0.75967 1.03155 0.42689
S -2.69209 -0.86036 0.44713
*
```

The LUMO energy is -0.2445 eV. For the HOMO energy, the calculation gives -9.127 eV. For the frontier orbital gap, the calculation gives 0.326 Ha.

---

So which one is most stable? That would be #1, about 0.1474 hartree below the next structure.